{"formula": "C5H8N2Se", "method": "the ωB97M-V functional and the def2-TZVPD basis", "symbols": ["C", "C", "C", "C", "C", "N", "N", "Se", "H", "H", "H", "H", "H", "H", "H", "H"], "xyz": [[1.375, 0.950, -0.753], [2.769, 0.596, -0.427], [0.861, 1.110, 0.437], [-1.636, -1.485, 0.026], [-2.313, -0.272, -0.515], [2.884, 0.482, 0.869], [1.702, 0.766, 1.421], [-1.845, 1.362, 0.608], [0.722, 1.068, -1.625], [3.502, 0.337, -1.173], [-0.627, -1.236, 0.326], [-2.123, -1.940, 0.869], [-1.479, -2.282, -0.678], [-3.347, -0.262, -0.274], [-2.066, -0.078, -1.584], [1.621, 0.882, 2.473]], "forces_ev_per_angstrom": [[1.4, -0.1, -2.1], [-2.6, 0.0, -1.1], [-5.3, 0.3, 2.6], [1.0, -0.5, 0.2], [1.4, 1.4, 0.1], [1.8, -0.3, 0.5], [-0.2, 0.5, 1.9], [3.0, -0.8, -0.7], [1.1, -0.1, 0.0], [0.4, 0.1, 0.5], [0.3, 0.1, 0.2], [-0.4, 0.1, 0.5], [-0.3, -0.3, -0.8], [-1.2, -0.1, -0.5], [-0.5, 0.0, 0.9], [0.1, -0.2, -2.3]], "lowdin_charge": [-0.12, -0.15, -0.26, -0.22, -0.57, 0.00, -0.04, 0.72, 0.10, 0.09, 0.04, 0.07, 0.07, 0.02, 0.07, 0.19], "gap_ev": [7.58, 7.57], "de_lowest_ev": 1.852, "e_lumo_ev": [-1.27, -1.28], "total_energy_ha": -2706.1182}